DFT (ωB97M-V/def2-TZVPD) results for a cluster of 9 separate species, C36H97N7O10 in total at a distorted geometry.

Last columns: bonded neighbours and bond lengths (Å).
Atoms and positions in Å:
1 C 1.53 5.67 0.72  C2 1.551, H5 1.090, H6 1.090, H7 1.090
2 C 3.07 5.54 0.80  C1 1.551, C3 1.551, O4 1.394, H8 1.090
3 C 3.74 4.73 -0.35  C2 1.551, H9 1.090, H10 1.090, H11 1.090
4 O 3.67 6.79 0.81  C2 1.394, H12 0.960
5 H 0.98 4.74 0.87  C1 1.090
6 H 1.28 6.10 -0.25  C1 1.090
7 H 1.17 6.35 1.49  C1 1.090
8 H 3.35 4.98 1.70  C2 1.090
9 H 3.73 5.37 -1.23  C3 1.090
10 H 3.34 3.77 -0.66  C3 1.090
11 H 4.78 4.54 -0.10  C3 1.090
12 H 3.19 7.37 1.40  O4 0.960
13 C -1.18 0.54 -0.16  C14 1.498, H17 1.090, H18 1.090, H19 1.090
14 C 0.24 0.11 -0.37  C13 1.498, C15 1.537, O16 1.381, H20 1.090
15 C 1.17 1.27 -0.76  C14 1.537, H21 1.090, H22 1.090, H23 1.090
16 O 0.65 -0.43 0.83  C14 1.381, H24 0.960
17 H -1.26 1.27 0.64  C13 1.090
18 H -1.74 -0.34 0.15  C13 1.090
19 H -1.57 1.06 -1.04  C13 1.090
20 H 0.29 -0.74 -1.05  C14 1.090
21 H 0.90 1.79 -1.68  C15 1.090
22 H 2.20 0.92 -0.71  C15 1.090
23 H 1.17 2.02 0.03  C15 1.090
24 H 1.37 -1.04 0.66  O16 0.960
25 C -2.24 -1.34 -2.83  O26 1.366, H34 1.090, H35 1.090, H36 1.090
26 O -1.33 -2.35 -2.93  C25 1.366, C27 1.431
27 C -1.86 -3.68 -2.83  O26 1.431, C28 1.588, H37 1.090, H38 1.090
28 C -2.19 -3.98 -1.31  C27 1.588, N29 1.454, H39 1.090, H40 1.090
29 N -2.77 -5.30 -1.16  C28 1.454, C30 1.384, H41 1.010
30 C -3.41 -5.43 0.06  N29 1.384, C31 1.556, H42 1.090, H43 1.090
31 C -4.10 -6.82 0.20  C30 1.556, O32 1.421, H44 1.090, H45 1.090
32 O -5.27 -6.88 -0.60  C31 1.421, C33 1.408
33 C -6.14 -7.93 -0.26  O32 1.408, H46 1.090, H47 1.090, H48 1.090
34 H -1.78 -0.38 -3.05  C25 1.090
35 H -2.71 -1.26 -1.84  C25 1.090
36 H -2.98 -1.42 -3.62  C25 1.090
37 H -1.11 -4.41 -3.15  C27 1.090
38 H -2.72 -3.87 -3.46  C27 1.090
39 H -2.83 -3.18 -0.93  C28 1.090
40 H -1.25 -4.04 -0.76  C28 1.090
41 H -3.46 -5.55 -1.86  N29 1.010
42 H -4.14 -4.64 0.18  C30 1.090
43 H -2.71 -5.41 0.90  C30 1.090
44 H -4.39 -6.91 1.25  C31 1.090
45 H -3.46 -7.67 -0.03  C31 1.090
46 H -7.05 -7.79 -0.85  C33 1.090
47 H -6.40 -8.00 0.80  C33 1.090
48 H -5.63 -8.85 -0.57  C33 1.090
49 C 5.00 2.32 -2.37  C50 1.478, H55 1.090, H56 1.090, H57 1.090
50 C 5.07 1.35 -3.48  C49 1.478, C51 1.590, N54 1.487, H58 1.090
51 C 3.82 1.39 -4.47  C50 1.590, O52 1.414, H59 1.090, H60 1.090
52 O 2.78 1.00 -3.60  C51 1.414, C53 1.437
53 C 1.50 1.04 -4.25  O52 1.437, H61 1.090, H62 1.090, H63 1.090
54 N 6.37 1.67 -4.14  C50 1.487, H64 1.010, H65 1.010
55 H 5.83 2.35 -1.66  C49 1.090
56 H 4.11 2.16 -1.78  C49 1.090
57 H 4.85 3.28 -2.87  C49 1.090
58 H 5.19 0.36 -3.06  C50 1.090
59 H 4.06 0.65 -5.23  C51 1.090
60 H 3.67 2.37 -4.93  C51 1.090
61 H 1.31 0.29 -5.02  C53 1.090
62 H 1.30 2.01 -4.69  C53 1.090
63 H 0.73 0.77 -3.52  C53 1.090
64 H 6.64 1.09 -4.92  N54 1.010
65 H 6.28 2.61 -4.49  N54 1.010
66 C 1.39 1.32 6.94  C67 1.540, H72 1.090, H73 1.090, H74 1.090
67 C 0.09 1.49 6.14  C66 1.540, C68 1.545, N71 1.437, H75 1.090
68 C -0.50 0.13 5.71  C67 1.545, O69 1.418, H76 1.090, H77 1.090
69 O -1.61 0.35 4.85  C68 1.418, C70 1.446
70 C -1.29 0.62 3.47  O69 1.446, H78 1.090, H79 1.090, H80 1.090
71 N -0.80 2.15 7.05  C67 1.437, H81 1.010, H82 1.010
72 H 2.06 0.65 6.40  C66 1.090
73 H 1.27 0.82 7.90  C66 1.090
74 H 1.94 2.21 7.24  C66 1.090
75 H 0.32 2.13 5.30  C67 1.090
76 H -0.91 -0.44 6.55  C68 1.090
77 H 0.31 -0.49 5.32  C68 1.090
78 H -2.23 0.79 2.94  C70 1.090
79 H -0.82 -0.25 3.02  C70 1.090
80 H -0.58 1.43 3.30  C70 1.090
81 H -1.76 2.08 6.74  N71 1.010
82 H -0.76 1.56 7.87  N71 1.010
83 C 1.06 -3.35 3.68  C84 1.467, H89 1.090, H90 1.090, H91 1.090
84 C 2.42 -2.82 3.53  C83 1.467, C85 1.600, N88 1.457, H92 1.090
85 C 2.93 -2.28 4.95  C84 1.600, O86 1.444, H93 1.090, H94 1.090
86 O 4.14 -1.54 4.67  C85 1.444, C87 1.467
87 C 4.64 -0.75 5.80  O86 1.467, H95 1.090, H96 1.090, H97 1.090
88 N 3.23 -3.87 2.92  C84 1.457, H98 1.010, H99 1.010
89 H 0.98 -4.01 4.54  C83 1.090
90 H 0.63 -3.83 2.80  C83 1.090
91 H 0.40 -2.54 4.00  C83 1.090
92 H 2.35 -1.92 2.93  C84 1.090
93 H 3.06 -3.15 5.60  C85 1.090
94 H 2.20 -1.61 5.39  C85 1.090
95 H 5.68 -0.47 5.63  C87 1.090
96 H 4.58 -1.37 6.69  C87 1.090
97 H 4.06 0.16 5.99  C87 1.090
98 H 4.11 -3.45 2.67  N88 1.010
99 H 3.34 -4.61 3.60  N88 1.010
100 C 1.70 -3.79 -0.54  C101 1.543, H106 1.090, H107 1.090, H108 1.090
101 C 2.96 -2.92 -0.71  C100 1.543, C102 1.554, N105 1.456, H109 1.090
102 C 2.96 -2.09 -2.02  C101 1.554, O103 1.460, H110 1.090, H111 1.090
103 O 3.73 -2.75 -3.07  C102 1.460, C104 1.406
104 C 3.60 -2.21 -4.36  O103 1.406, H112 1.090, H113 1.090, H114 1.090
105 N 3.00 -2.08 0.49  C101 1.456, H115 1.010, H116 1.010
106 H 0.79 -3.21 -0.42  C100 1.090
107 H 1.79 -4.55 0.23  C100 1.090
108 H 1.70 -4.35 -1.48  C100 1.090
109 H 3.81 -3.60 -0.73  C101 1.090
110 H 3.44 -1.11 -1.98  C102 1.090
111 H 1.97 -1.92 -2.45  C102 1.090
112 H 2.56 -1.91 -4.48  C104 1.090
113 H 3.72 -2.87 -5.22  C104 1.090
114 H 4.26 -1.36 -4.48  C104 1.090
115 H 3.95 -1.74 0.56  N105 1.010
116 H 2.96 -2.77 1.23  N105 1.010
117 C -2.67 3.86 -2.23  C118 1.525, H123 1.090, H124 1.090, H125 1.090
118 C -1.61 4.87 -1.80  C117 1.525, C119 1.576, N122 1.420, H126 1.090
119 C -0.64 5.46 -2.90  C118 1.576, O120 1.425, H127 1.090, H128 1.090
120 O 0.31 4.50 -3.37  C119 1.425, C121 1.418
121 C 1.43 4.38 -2.51  O120 1.418, H129 1.090, H130 1.090, H131 1.090
122 N -2.26 5.96 -1.17  C118 1.420, H132 1.010, H133 1.010
123 H -2.15 3.00 -2.66  C117 1.090
124 H -3.22 4.30 -3.06  C117 1.090
125 H -3.36 3.64 -1.42  C117 1.090
126 H -1.02 4.43 -1.00  C118 1.090
127 H -0.11 6.37 -2.65  C119 1.090
128 H -1.24 5.70 -3.78  C119 1.090
129 H 2.20 3.68 -2.84  C121 1.090
130 H 1.12 4.03 -1.52  C121 1.090
131 H 1.90 5.36 -2.47  C121 1.090
132 H -2.63 5.65 -0.29  N122 1.010
133 H -1.63 6.67 -0.82  N122 1.010
134 C -6.22 -0.58 -2.19  C135 1.525, H140 1.090, H141 1.090, H142 1.090
135 C -6.78 0.38 -1.15  C134 1.525, C136 1.590, N139 1.435, H143 1.090
136 C -5.70 1.42 -0.61  C135 1.590, O137 1.391, H144 1.090, H145 1.090
137 O -4.52 0.74 -0.31  C136 1.391, C138 1.440
138 C -4.54 -0.10 0.86  O137 1.440, H146 1.090, H147 1.090, H148 1.090
139 N -7.84 0.96 -1.93  C135 1.435, H149 1.010, H150 1.010
140 H -5.80 -0.07 -3.06  C134 1.090
141 H -6.97 -1.26 -2.59  C134 1.090
142 H -5.49 -1.24 -1.74  C134 1.090
143 H -7.22 -0.22 -0.36  C135 1.090
144 H -6.01 1.96 0.28  C136 1.090
145 H -5.40 2.05 -1.45  C136 1.090
146 H -3.52 -0.44 1.02  C138 1.090
147 H -5.22 -0.95 0.87  C138 1.090
148 H -4.87 0.47 1.74  C138 1.090
149 H -7.52 1.39 -2.78  N139 1.010
150 H -8.21 1.77 -1.44  N139 1.010

Properties
F_max: 3.1 eV/Å
frontier orbital gap: 9.4095 eV
E_HOMO: -8.87 eV
electronic energy: -69803.724 eV
SMILES: COC[C@H](C)N.COC[C@H](C)N.COC[C@H](C)N.COC[C@H](C)N.COC[C@H](C)N.COC[C@H](C)N.COCCNCCOC.CC(C)O.CC(C)O
LUMO energy: 0.020 Eh

Mulliken population analysis, charges in e, atoms 1 to 8: number 1, C, carries -1.03; number 2, C, carries 0.44; number 3, C, carries -0.59; number 4, O, carries -0.55; number 5, H, carries 0.04; number 6, H, carries 0.30; number 7, H, carries 0.52; number 8, H, carries 0.17